{"formula": "H4N3O3P", "method": "the ωB97M-V functional and the def2-TZVPD basis", "e_above_lowest_kcal_mol": 14.6, "homo_ev": 0.732, "total_energy_ev": -19966.11060, "gap_ev": 7.057, "multiplicity": 1, "total_charge": -2, "elements": ["N", "N", "N", "P", "O", "O", "O", "H", "H", "H", "H"], "xyz": [[-0.485069, -1.231488, -0.528888], [0.200984, 0.007450, -0.768897], [-0.503580, 1.129918, -0.234543], [1.882270, 0.022515, 0.020038], [1.473155, 0.099049, 1.510698], [2.473087, 1.267607, -0.531515], [2.469780, -1.333672, -0.392373], [0.160651, -1.984864, -0.874501], [-0.319641, -1.379798, 0.481605], [0.190206, 1.266631, 0.571950], [-0.020363, 1.787022, -0.849355]], "atomic_forces_ev_per_a": [[0.41, -0.93, 0.93], [1.71, -1.60, -1.51], [1.99, 0.66, 0.92], [-1.30, -2.54, 0.56], [0.24, 0.12, -0.45], [0.82, 1.38, -0.63], [-0.11, 0.65, 0.03], [-0.48, 1.31, -0.06], [-0.45, -0.09, 0.08], [-2.02, 0.35, 0.28], [-0.81, 0.69, -0.13]], "mulliken_charge": [-0.75, -0.06, -0.83, 0.77, -0.82, -0.77, -0.85, 0.31, 0.29, 0.39, 0.33]}


{"formula": "H4N3P", "method": "the ωB97M-V functional and the def2-TZVPD basis", "e_above_lowest_kcal_mol": 96.1, "homo_ev": [-8.860, -8.885], "total_energy_ev": -13818.07080, "gap_ev": [7.342, 7.367], "multiplicity": 1, "elements": ["N", "N", "N", "P", "H", "H", "H", "H"], "xyz": [[0.305380, 0.111634, -0.540846], [-1.756403, 1.075426, 0.174098], [1.368976, 0.678294, 0.079845], [-1.143984, -0.338740, 0.059397], [2.063614, 0.952538, -0.598651], [1.735180, 0.115823, 0.850526], [-1.105111, -1.307637, 0.964092], [-1.467654, -1.287336, -0.988459]], "atomic_forces_ev_per_a": [[1.76, 1.94, -0.10], [0.72, 0.01, 0.14], [-1.42, -1.77, -0.31], [-1.12, -0.44, -2.34], [-0.03, 0.21, 0.02], [-0.06, 0.48, 0.02], [0.17, -1.08, 2.37], [-0.02, 0.65, 0.20]], "mulliken_charge": [-0.19, -0.43, -0.29, 0.25, 0.27, 0.26, 0.06, 0.07]}


{"formula": "H4N4", "method": "the ωB97M-V functional and the def2-TZVPD basis", "e_above_lowest_kcal_mol": 84.3, "homo_ev": -8.542, "total_energy_ev": -6021.29028, "gap_ev": 9.652, "multiplicity": 1, "elements": ["N", "N", "N", "N", "H", "H", "H", "H"], "xyz": [[-1.560610, 0.344028, -0.026720], [0.014594, -1.220558, -0.059988], [0.677712, 0.991976, 0.079206], [-0.440573, 0.107104, 0.009857], [-0.939646, -1.558440, -0.110309], [0.635673, -1.294824, 0.704144], [0.435517, 1.961675, 0.051686], [1.177335, 0.669038, -0.647873]], "atomic_forces_ev_per_a": [[-3.60, 1.80, -0.01], [0.33, 0.76, -1.69], [-1.12, -0.17, 3.05], [1.42, 0.98, 0.05], [0.46, -1.76, 0.78], [0.31, -1.24, 1.24], [-0.65, 0.23, -0.28], [2.86, -0.60, -3.14]], "mulliken_charge": [-0.74, -0.58, -0.62, 0.77, 0.37, 0.26, 0.29, 0.24]}


{"formula": "H4N5", "method": "the ωB97M-V functional and the def2-TZVPD basis", "e_above_lowest_kcal_mol": 99.3, "homo_ev": [-14.588, -14.589], "total_energy_ev": -7502.97542, "gap_ev": [8.244, 8.246], "multiplicity": 1, "total_charge": 1, "elements": ["H", "N", "N", "N", "N", "N", "H", "H", "H"], "xyz": [[-0.939799, 2.846990, -0.332591], [-0.588568, 2.193204, 0.486799], [-0.002051, 1.259156, 0.026066], [0.771222, 0.399762, 0.653416], [0.760889, -0.767035, 0.228075], [-0.208605, -1.378541, -0.441611], [1.539764, -1.498810, 0.592983], [-0.993574, -0.725576, -0.794258], [-0.339277, -2.329149, -0.418880]], "atomic_forces_ev_per_a": [[0.89, -1.61, 1.63], [-1.52, 2.18, 0.37], [0.26, -0.60, -3.36], [1.22, 0.13, 0.89], [1.17, -3.65, 1.87], [-2.00, 5.19, -1.48], [-1.85, 2.66, -0.91], [1.74, -1.70, 0.83], [0.10, -2.59, 0.16]], "mulliken_charge": [0.34, -0.36, 0.19, -0.06, 0.39, -0.42, 0.37, 0.31, 0.25]}


{"formula": "H4NO2P2", "method": "the ωB97M-V functional and the def2-TZVPD basis", "e_above_lowest_kcal_mol": 74.5, "homo_ev": -3.856, "total_energy_ev": -24227.96258, "gap_ev": 8.155, "multiplicity": 1, "total_charge": -1, "elements": ["N", "P", "O", "O", "P", "H", "H", "H", "H"], "xyz": [[0.949145, -0.778166, 0.074283], [-0.669754, -0.193954, 0.402605], [-0.965956, 0.171580, 1.844307], [-1.843473, -1.460051, -0.497408], [-0.336349, 1.617998, -0.894328], [0.787695, -1.098609, -0.830952], [1.359764, -1.659993, 0.511524], [1.004016, 1.221079, -0.949805], [-0.285089, 2.180116, 0.339775]], "atomic_forces_ev_per_a": [[0.89, -1.16, 2.50], [-3.98, -4.71, -1.55], [0.68, -0.31, -1.74], [4.16, 4.46, 2.93], [-1.06, -0.86, -0.90], [-0.14, -0.59, -2.36], [-1.35, 1.60, 0.02], [0.32, 0.46, 0.03], [0.50, 1.11, 1.07]], "mulliken_charge": [-0.71, 0.76, -0.66, -0.85, -0.19, 0.26, 0.26, 0.07, 0.05]}


{"formula": "H4NO2PS", "method": "the ωB97M-V functional and the def2-TZVPD basis", "e_above_lowest_kcal_mol": 46.2, "homo_ev": -9.518, "total_energy_ev": -25774.47994, "gap_ev": 9.852, "multiplicity": 1, "elements": ["N", "O", "O", "P", "S", "H", "H", "H", "H"], "xyz": [[-0.643888, 1.409843, 0.195680], [0.171285, -1.714111, -1.911807], [0.770004, -0.211673, 1.246848], [-0.186478, 0.945701, 1.548103], [-0.348070, 1.443716, 3.427794], [-1.047185, 2.287016, 0.009091], [-0.219114, -2.466926, -2.317178], [0.754174, -0.455249, 0.276187], [0.749274, -1.238316, -2.474717]], "atomic_forces_ev_per_a": [[-0.12, 0.09, -1.17], [-0.37, 0.55, 2.17], [1.29, -2.47, -0.87], [-0.37, 1.51, 2.40], [0.07, -0.47, -1.67], [-0.88, 0.95, -0.02], [-0.14, -0.69, -0.85], [-0.07, 0.31, 1.20], [0.59, 0.24, -1.20]], "mulliken_charge": [-0.60, -0.62, -0.45, 0.74, -0.33, 0.25, 0.30, 0.40, 0.31]}